1.
A structure of composition C16H50Ag4N14O10 in a non-equilibrium geometry. Source: OMol25; level of theory: ωB97M-V/def2-TZVPD.

XYZ file:
```
94
Properties=species:S:1:pos:R:3
Ag -21.410 -28.263 13.288
Ag -18.915 -32.397 10.317
Ag -13.103 -31.215 5.800
Ag -13.913 -29.232 13.271
O -15.973 -29.248 8.933
C -16.391 -27.965 8.469
C -17.819 -27.332 8.826
O -19.064 -28.037 8.647
H -16.231 -27.988 7.391
H -15.621 -27.289 8.842
H -17.984 -26.468 8.182
H -18.040 -26.924 9.813
C -26.249 -32.009 12.217
C -25.403 -31.050 12.906
C -25.409 -31.211 14.504
O -24.888 -30.067 15.223
C -24.542 -30.311 16.624
N -24.082 -31.210 12.354
H -27.291 -31.965 12.532
H -25.958 -33.031 12.462
H -26.249 -32.199 11.144
H -25.884 -30.081 12.772
H -25.025 -32.216 14.676
H -26.454 -31.272 14.809
H -25.456 -30.600 17.143
H -23.931 -29.527 17.070
H -23.958 -31.231 16.679
H -24.120 -32.140 11.962
H -23.798 -30.592 11.607
C -11.151 -25.706 4.811
C -11.652 -26.316 3.461
C -11.553 -25.334 2.280
O -12.316 -24.195 2.397
C -13.666 -24.408 2.067
N -11.050 -27.655 3.172
H -10.113 -25.448 4.599
H -11.282 -26.510 5.534
H -11.692 -24.789 5.046
H -12.706 -26.565 3.586
H -11.578 -25.691 1.251
H -10.552 -24.918 2.398
H -14.160 -25.166 2.674
H -13.729 -24.609 0.997
H -14.125 -23.450 2.310
H -10.093 -27.674 3.493
H -11.114 -27.848 2.183
C -16.609 -37.077 8.976
O -16.303 -37.043 7.829
N -16.452 -36.107 9.846
N -17.261 -38.077 9.498
H -16.794 -36.120 10.796
H -15.829 -35.372 9.540
H -17.182 -38.998 9.089
H -17.218 -38.104 10.507
C -26.450 -24.827 9.462
O -26.484 -25.087 8.305
N -25.394 -25.155 10.261
N -27.468 -24.445 10.139
H -24.478 -25.413 9.924
H -25.544 -25.017 11.250
H -28.344 -24.522 9.641
H -27.604 -24.747 11.093
C -21.247 -33.404 5.534
O -21.464 -33.635 6.713
N -20.824 -32.251 4.964
N -21.550 -34.243 4.559
H -20.732 -31.400 5.499
H -20.225 -32.367 4.158
H -22.054 -35.063 4.864
H -21.309 -34.023 3.603
C -20.988 -25.210 3.210
O -20.732 -24.293 2.431
N -21.593 -25.127 4.359
N -20.887 -26.473 2.897
H -21.818 -24.244 4.796
H -21.485 -25.941 4.946
H -20.395 -26.770 2.066
H -21.332 -27.109 3.544
C -14.370 -21.272 11.807
O -14.513 -20.125 11.362
N -15.060 -22.335 11.475
N -13.248 -21.636 12.316
H -14.964 -23.069 12.162
H -15.774 -22.353 10.761
H -13.050 -22.611 12.486
H -12.653 -20.872 12.604
C -8.629 -30.648 13.092
O -9.500 -30.402 13.859
N -7.384 -30.644 13.422
N -8.812 -31.054 11.842
H -7.196 -30.831 14.396
H -6.685 -30.679 12.694
H -9.697 -31.034 11.355
H -8.035 -31.512 11.389
```

Properties
Orbital gap, eV: 2.18
Charge: +2
Electronic energy, a.u.: -2745.3885
E_HOMO, eV: -10.2



2.
A cluster of 7 separate species, C25H30BrF9NO21PS in total in a non-equilibrium geometry. Source: OMol25; level of theory: ωB97M-V/def2-TZVPD.

XYZ file:
```
89
Properties=species:S:1:pos:R:3
C 3.717 1.701 0.920
C 2.843 2.340 -0.179
C 1.444 2.693 0.343
Br 0.685 1.015 1.093
O 0.719 3.154 -0.795
C -0.359 3.947 -0.513
O -0.524 4.858 -1.192
N -1.241 3.562 0.537
C -2.604 3.302 0.024
C -3.563 2.634 1.026
O -4.820 2.493 0.386
C -3.107 1.226 1.478
F -2.493 0.550 0.540
F -4.191 0.523 1.792
F -2.368 1.251 2.566
P -1.158 4.582 1.934
S -0.327 6.312 1.708
H 4.771 1.917 0.731
H 3.582 0.620 0.876
H 3.422 2.017 1.925
H 2.667 1.594 -0.955
H 3.285 3.227 -0.642
H 1.519 3.460 1.121
H -3.095 4.181 -0.413
H -2.486 2.581 -0.799
H -3.751 3.222 1.927
H -4.615 2.330 -0.546
H -2.429 4.767 2.525
H -0.408 3.853 2.889
O -1.687 2.545 6.744
C -2.800 2.390 6.381
O -3.770 1.764 7.100
C -4.996 1.904 6.380
C -4.511 2.131 4.973
F -5.354 2.939 4.280
O -3.287 2.813 5.171
H -5.552 2.759 6.769
H -5.610 1.010 6.475
H -4.332 1.218 4.402
O 2.728 -2.168 2.569
C 1.742 -2.788 2.365
O 0.547 -2.241 2.002
C -0.346 -3.320 1.720
C 0.261 -4.448 2.509
F 0.054 -5.646 1.899
O 1.644 -4.149 2.470
H -0.349 -3.518 0.646
H -1.360 -3.082 2.038
H -0.072 -4.503 3.545
O -0.559 -4.401 5.866
C -1.306 -5.303 6.049
O -1.551 -5.868 7.257
C -2.602 -6.821 7.079
C -2.495 -7.137 5.610
F -3.705 -7.427 5.074
O -2.030 -5.916 5.064
H -3.558 -6.361 7.333
H -2.450 -7.694 7.710
H -1.791 -7.936 5.368
O 2.912 -0.570 -1.165
C 2.424 -1.094 -2.108
O 2.111 -2.413 -2.194
C 1.417 -2.606 -3.432
C 1.893 -1.435 -4.244
F 0.931 -1.008 -5.098
O 2.106 -0.432 -3.259
H 0.340 -2.573 -3.252
H 1.672 -3.561 -3.884
H 2.816 -1.611 -4.789
O 3.430 -2.948 -6.100
C 3.987 -2.234 -6.874
O 3.352 -1.421 -7.750
C 4.352 -0.629 -8.400
C 5.582 -1.481 -8.231
F 6.699 -0.726 -8.118
O 5.338 -2.133 -6.994
H 4.441 0.333 -7.893
H 4.097 -0.456 -9.443
H 5.727 -2.228 -9.013
O 1.488 3.935 -7.543
C 1.173 3.565 -6.462
O 1.176 4.344 -5.349
C 0.606 3.576 -4.283
C 0.840 2.167 -4.759
F -0.146 1.337 -4.345
O 0.767 2.293 -6.169
H -0.456 3.811 -4.191
H 1.097 3.790 -3.336
H 1.810 1.752 -4.479
```

Properties
Orbital gap, eV: 9.14
SMILES: CC[C@H](Br)OC(=O)N(C[C@@H](O)C(F)(F)F)[PH2]=S.O=C1OC[C@@H](F)O1.O=C1OC[C@@H](F)O1.O=C1OC[C@@H](F)O1.O=C1OC[C@@H](F)O1.O=C1OC[C@@H](F)O1.O=C1OC[C@@H](F)O1
Electronic energy, a.u.: -6817.8624
E_HOMO, eV: -8.9



3.
A structure of composition C33H31As2HgN3O11. Source: OMol25; level of theory: ωB97M-V/def2-TZVPD.

XYZ file:
```
81
Properties=species:S:1:pos:R:3
Hg 0.652 1.758 -0.922
O -1.156 0.914 0.273
C -2.315 1.388 0.573
C -3.313 0.471 1.008
C -4.571 0.867 1.374
C -4.929 2.218 1.328
C -3.987 3.128 0.909
C -2.688 2.760 0.527
C -1.758 3.815 0.130
N -0.556 3.711 -0.413
C -0.063 4.978 -0.600
C -0.975 5.881 -0.163
N -2.041 5.139 0.294
H -3.021 -0.572 1.042
H -5.293 0.127 1.697
H -5.921 2.544 1.607
H -4.287 4.169 0.865
H 0.908 5.128 -1.039
H -0.976 6.955 -0.146
H -2.876 5.506 0.708
O 3.687 2.328 -3.768
C 2.693 2.041 -3.102
O 2.385 2.648 -2.000
C 1.814 0.917 -3.552
C 2.048 0.315 -4.781
C 1.255 -0.717 -5.235
C 0.179 -1.175 -4.414
C -0.676 -2.219 -4.773
C -1.698 -2.649 -3.937
C -1.870 -2.032 -2.703
C -1.038 -0.993 -2.314
C -0.016 -0.529 -3.157
N 0.781 0.496 -2.755
H 2.879 0.693 -5.361
H 1.432 -1.189 -6.193
H -0.521 -2.699 -5.734
H -2.350 -3.457 -4.244
H -2.660 -2.356 -2.038
H -1.166 -0.513 -1.350
C 0.097 3.519 3.487
O 0.628 2.247 3.106
C -0.241 1.209 3.131
O -1.370 1.286 3.529
C 0.389 0.006 2.476
C -0.129 -1.210 2.645
As 0.057 -2.763 1.470
C 1.024 -3.936 2.722
C 1.631 -2.305 0.397
C 2.215 -1.113 0.311
As 1.828 0.532 1.264
C 3.248 0.530 2.602
C 3.341 -0.828 -0.643
O 4.312 -0.187 -0.317
O 3.090 -1.295 -1.858
C 4.107 -1.054 -2.842
C 2.257 -3.473 -0.326
O 3.416 -3.758 -0.160
O 1.478 -4.221 -1.115
C 0.243 -3.669 -1.612
C -1.062 -1.494 3.785
O -0.920 -1.086 4.909
O -2.024 -2.361 3.407
C -2.938 -2.759 4.429
H 0.682 4.263 2.949
H 0.203 3.653 4.565
H -0.955 3.582 3.212
H 0.350 -4.248 3.519
H 1.881 -3.413 3.145
H 1.371 -4.817 2.184
H 3.260 -0.438 3.101
H 3.035 1.326 3.315
H 4.191 0.705 2.091
H 3.901 -1.757 -3.644
H 5.090 -1.225 -2.407
H 4.022 -0.024 -3.201
H 0.058 -4.175 -2.557
H 0.330 -2.594 -1.797
H -0.577 -3.868 -0.922
H -3.380 -3.692 4.088
H -3.708 -1.995 4.545
H -2.419 -2.894 5.377
```

Properties
Energy relative to the best compared isomer or geometry (same formula, charge and spin), kJ/mol: 115.8
Orbital gap (alpha / beta), eV: 3.99 / 6.98
Multiplicity: 2
Charge: -1
Electronic energy, a.u.: -6893.0553
E_HOMO (alpha / beta), eV: -2.1 / -5.1



4.
A cluster of 2 separate species, C3H10N2O2 in total in a non-equilibrium geometry. Source: OMol25; level of theory: ωB97M-V/def2-TZVPD.

XYZ file:
```
17
Properties=species:S:1:pos:R:3
C 1.411 -0.684 -1.915
O 0.202 -0.505 -1.209
C -0.001 0.903 -0.365
N -1.329 1.218 -0.546
O 0.888 1.732 -0.405
H 1.259 -0.627 -3.000
H 1.806 -1.685 -1.697
H 2.171 0.041 -1.591
H -1.487 2.167 -0.853
H -1.904 0.473 -0.914
C -0.984 -0.548 2.028
N 0.287 -0.249 1.380
H -1.644 -1.067 1.334
H -1.468 0.373 2.356
H -0.819 -1.161 2.916
H 0.896 0.340 1.944
H 0.714 -0.721 0.535
```

Properties
Energy relative to the best compared isomer or geometry (same formula, charge and spin), kJ/mol: 267.8
Orbital gap, eV: 10.13
SMILES: COC(N)=O.CN
Electronic energy, a.u.: -380.2347
E_HOMO, eV: -9.2



5.
An isolated molecule of C4H5NO in a non-equilibrium geometry. Source: OMol25; level of theory: ωB97M-V/def2-TZVPD.

XYZ file:
```
11
Properties=species:S:1:pos:R:3
C -0.283 -0.646 0.248
C -1.709 -0.119 0.404
C -0.111 -1.986 -0.019
C 0.897 1.402 -0.305
N 0.650 0.319 0.565
O -2.353 0.823 0.681
H 0.821 -2.298 -0.284
H -0.874 -2.663 0.047
H 0.019 1.962 -0.621
H 1.323 2.147 0.421
H 1.621 1.060 -1.137
```

Properties
Energy relative to the best compared isomer or geometry (same formula, charge and spin), kJ/mol: 432.5
Orbital gap (alpha / beta), eV: 7.28 / 7.31
Electronic energy, a.u.: -285.2498
E_HOMO (alpha / beta), eV: -8.2 / -8.2



6.
A cluster of 8 separate species, H16O8 in total in a non-equilibrium geometry. Source: OMol25; level of theory: ωB97M-V/def2-TZVPD.

XYZ file:
```
24
Properties=species:S:1:pos:R:3
O 0.915 -2.034 -1.707
H 0.193 -2.649 -1.841
H 1.660 -2.439 -2.151
O 0.617 0.693 -2.629
H 0.109 0.605 -3.436
H 0.639 -0.191 -2.262
O -1.798 1.805 1.042
H -1.286 2.608 0.944
H -1.176 1.100 0.864
O 1.091 1.545 2.179
H 1.534 0.841 2.653
H 0.827 1.147 1.350
O -2.399 -1.481 1.115
H -2.361 -1.316 0.173
H -2.546 -2.424 1.189
O -0.529 -1.916 2.853
H -1.043 -1.554 2.132
H -1.178 -2.307 3.438
O 1.775 3.006 -1.457
H 1.183 2.297 -1.710
H 2.504 2.942 -2.073
O 0.372 0.109 0.108
H 0.572 -0.822 0.016
H 0.325 0.435 -0.791
```

Properties
Energy relative to the best compared isomer or geometry (same formula, charge and spin), kJ/mol: 239.6
Orbital gap, eV: 9.28
SMILES: O.O.O.O.O.O.O.O
Electronic energy, a.u.: -611.4914
E_HOMO, eV: -9.9